# 1
Formula: C21H56B3F18N7O7P
Source: OMol25
Level of theory: ωB97M-V/def2-TZVPD

Computed properties:
Largest force on an atom ... 5.755 eV Å⁻¹

```
! RIJCOSX wB97M-V def2-TZVPD def2/J DEFGRID3
* xyz 3 1
C -2.850 6.245 -0.256
C -1.888 6.514 0.889
O -2.033 6.247 2.034
N -0.642 7.199 0.433
H 0.090 6.534 0.639
H -0.690 7.361 -0.563
C -0.368 8.470 1.332
H -3.541 7.088 -0.274
H -3.511 5.427 0.028
H -2.360 5.948 -1.183
H 0.549 8.945 0.982
H -0.264 8.225 2.389
H -1.310 8.975 1.122
C -5.971 0.558 -5.466
C -7.116 0.894 -4.417
O -7.143 2.038 -3.904
N -8.000 -0.215 -3.963
H -8.930 0.169 -4.049
H -7.884 -0.993 -4.597
C -7.935 -0.563 -2.454
H -5.307 0.043 -4.772
H -5.690 1.501 -5.934
H -6.279 -0.197 -6.189
H -8.849 -1.156 -2.432
H -7.869 0.375 -1.903
H -7.050 -1.174 -2.274
C 5.596 4.309 7.115
C 4.571 3.258 7.298
O 3.662 3.424 8.119
N 4.603 1.977 6.384
H 4.880 2.311 5.472
H 5.367 1.387 6.682
C 3.309 1.173 6.419
H 6.620 3.937 7.074
H 5.715 5.051 7.904
H 5.404 4.814 6.169
H 3.493 0.415 5.657
H 2.518 1.829 6.055
H 3.010 0.814 7.404
C 9.651 -3.456 -1.090
C 8.139 -3.755 -1.389
O 7.496 -4.725 -0.959
N 7.355 -2.728 -2.230
H 7.845 -2.454 -3.070
H 6.603 -3.284 -2.611
C 6.798 -1.569 -1.368
H 9.818 -2.384 -0.987
H 10.296 -3.974 -1.800
H 9.791 -3.906 -0.107
H 7.626 -0.867 -1.270
H 6.497 -2.001 -0.413
H 6.088 -0.971 -1.938
C -5.186 0.711 6.524
C -4.386 -0.182 7.504
O -3.347 0.175 8.011
N -4.987 -1.527 7.981
H -5.607 -1.801 7.233
H -4.313 -2.279 7.958
C -5.638 -1.523 9.403
H -6.252 0.621 6.729
H -4.987 0.286 5.540
H -4.714 1.686 6.645
H -6.118 -2.502 9.398
H -6.363 -0.710 9.448
H -4.808 -1.491 10.108
C -3.829 -7.355 1.044
C -2.772 -8.138 1.713
O -3.000 -9.264 2.016
N -1.398 -7.489 2.078
H -1.642 -6.524 2.247
H -1.195 -7.764 3.029
C -0.206 -7.698 1.008
H -3.334 -6.653 0.374
H -4.509 -6.908 1.770
H -4.438 -7.971 0.381
H -0.293 -7.153 0.068
H -0.140 -8.764 0.793
H 0.674 -7.421 1.589
C 1.641 2.878 -7.132
C 2.810 3.255 -7.975
O 3.300 2.559 -8.886
N 3.541 4.487 -7.487
H 3.563 5.252 -8.146
H 2.908 4.825 -6.776
C 4.911 4.194 -6.866
H 1.597 3.117 -6.070
H 1.567 1.791 -7.111
H 0.725 3.279 -7.567
H 4.784 3.445 -6.085
H 5.177 5.192 -6.520
H 5.496 4.005 -7.767
P -0.759 -1.044 0.216
F -2.190 -0.357 -0.153
F 0.061 -0.603 -1.126
F -0.321 0.336 0.900
F 0.592 -1.803 0.647
F -1.440 -1.678 1.610
F -1.253 -2.370 -0.575
B 2.369 -4.854 -5.568
F 1.262 -4.253 -5.115
F 1.939 -5.590 -6.621
F 3.186 -3.864 -6.036
F 2.909 -5.628 -4.645
B 4.950 4.683 0.940
F 4.553 4.467 -0.354
F 3.881 4.601 1.786
F 5.957 3.874 1.319
F 5.424 5.925 1.049
B -6.087 -5.126 -5.663
F -6.910 -4.177 -6.217
F -4.897 -4.539 -5.260
F -6.648 -5.638 -4.536
F -5.719 -6.091 -6.542
*
```

Löwdin population analysis, charges in e, atoms 1 to 99: 0.0381, -0.4158, 0.1948, 0.1062, 0.1838, 0.1666, 0.0858, 0.1117, 0.1052, 0.0985, 0.1099, 0.1082, 0.1069, 0.0573, -0.3204, 0.0967, 0.1006, 0.1767, 0.1807, 0.0753, 0.1071, 0.0970, 0.0943, 0.1120, 0.1042, 0.1149, 0.0168, -0.3126, 0.1474, 0.1072, 0.1769, 0.1755, 0.0305, 0.1018, 0.1139, 0.1156, 0.1083, 0.1083, 0.1101, 0.0438, -0.3038, 0.1487, 0.0954, 0.1772, 0.1740, 0.0588, 0.0836, 0.1035, 0.0966, 0.0972, 0.1131, 0.1119, 0.0474, -0.3403, 0.1587, 0.0854, 0.1619, 0.1709, 0.0794, 0.0950, 0.1037, 0.1065, 0.1073, 0.1113, 0.1128, 0.0246, -0.3881, 0.1865, 0.1174, 0.1569, 0.1636, 0.0967, 0.1024, 0.1095, 0.1183, 0.1138, 0.1032, 0.0950, 0.0199, -0.3374, 0.1646, 0.0688, 0.1843, 0.1515, 0.0716, 0.0996, 0.1189, 0.1124, 0.1215, 0.1090, 0.1153, 0.1526, -0.1919, -0.1821, -0.1715, -0.1857, -0.2398, -0.1816, -1.5656

=====

# 2
Formula: C21H56NO7
Source: OMol25
Level of theory: ωB97M-V/def2-TZVPD

Computed properties:
Largest force on an atom ... 12.704 eV Å⁻¹
Relative energy (zero: lowest compared OMol25 entry of this formula, charge and spin) ... 0.972 eV

```
! RIJCOSX wB97M-V def2-TZVPD def2/J DEFGRID3
* xyz 1 1
C -1.906 -0.953 -1.274
C -1.574 -0.165 -0.026
O -2.325 0.637 0.504
N -0.079 -0.067 0.279
H 0.282 -1.023 0.719
H 0.484 -0.185 -0.583
C 0.548 1.014 1.102
H -2.838 -1.440 -0.782
H -0.983 -1.741 -1.513
H -2.086 -0.355 -2.172
H -0.049 1.303 2.126
H 0.776 1.992 0.544
H 1.459 0.683 1.504
C 3.634 -0.047 3.196
C 4.448 1.272 3.293
C 5.666 1.180 2.190
O 3.543 2.299 2.851
H 3.516 -0.420 2.283
H 2.520 0.199 3.422
H 3.930 -0.709 3.972
H 4.522 1.696 4.241
H 6.099 0.230 2.239
H 6.372 2.078 2.273
H 5.257 1.279 1.187
H 3.031 2.510 3.618
C 3.113 0.627 -3.426
C 2.361 -0.436 -2.686
C 2.999 -0.565 -1.322
O 1.004 -0.154 -2.516
H 3.016 1.672 -2.979
H 2.727 0.691 -4.223
H 4.105 0.327 -3.582
H 2.378 -1.386 -3.183
H 3.909 -0.757 -1.364
H 2.666 -1.398 -0.676
H 2.811 0.356 -0.714
H 0.800 -0.030 -3.465
C 1.279 -3.482 2.792
C -0.115 -3.280 2.175
C -0.957 -2.300 2.965
O 0.173 -2.876 0.861
H 1.937 -2.585 2.885
H 1.722 -4.348 2.302
H 1.119 -3.628 3.893
H -0.460 -4.261 2.468
H -0.487 -1.471 3.355
H -1.628 -2.784 3.814
H -1.807 -1.764 2.303
H 0.699 -3.448 0.363
C -5.508 -0.323 1.778
C -5.791 -1.724 1.839
C -6.997 -1.954 0.893
O -4.601 -2.427 1.394
H -4.824 -0.160 2.521
H -6.383 0.281 2.225
H -5.297 -0.039 0.797
H -6.169 -2.113 2.660
H -7.492 -2.825 0.760
H -6.963 -1.748 -0.043
H -7.735 -1.389 1.125
H -4.896 -3.355 1.573
C -5.158 0.037 -4.905
C -5.507 -0.524 -3.517
C -5.614 -2.001 -3.596
O -4.531 -0.321 -2.556
H -4.062 -0.394 -5.079
H -5.067 1.167 -4.760
H -5.779 -0.166 -5.606
H -6.330 -0.041 -3.245
H -6.307 -2.408 -4.376
H -5.857 -2.501 -2.728
H -4.839 -2.457 -3.985
H -4.824 0.211 -1.806
C 5.588 5.626 -0.481
C 5.124 4.174 -0.480
C 3.688 3.813 -0.393
O 5.638 3.625 -1.588
H 5.522 5.882 0.681
H 4.928 6.407 -1.242
H 6.556 6.015 -0.802
H 5.531 3.483 0.294
H 3.309 4.349 0.519
H 3.339 2.762 -0.412
H 3.229 4.055 -1.341
H 6.438 3.008 -1.381
*
```

Computed Löwdin charges, given in elementary charges: 0.0083, -0.3811, 0.1302, 0.0581, 0.1703, 0.1044, -0.0223, 0.1215, 0.1401, 0.0861, 0.1613, 0.1263, 0.0191, -0.0579, -0.3570, -0.0073, -0.0983, 0.0054, 0.0973, 0.0709, 0.1127, 0.0420, 0.0989, 0.0505, 0.0703, 0.0034, -0.4694, -0.0294, -0.0560, 0.1381, -0.0354, 0.0972, 0.1449, -0.0023, 0.0927, 0.0933, 0.1279, -0.0597, -0.4785, -0.0470, -0.0440, 0.0745, 0.0849, 0.1018, 0.1330, 0.0269, 0.1366, 0.1107, 0.0798, -0.0559, -0.4380, -0.0166, -0.0545, 0.0567, 0.1398, 0.0662, 0.0950, 0.0644, 0.0195, 0.0287, 0.1115, -0.0153, -0.5001, -0.0444, -0.0522, 0.1326, 0.1070, -0.0022, 0.0969, 0.1153, 0.0561, 0.0251, 0.0995, -0.0552, -0.6235, -0.0735, -0.0780, 0.1082, 0.1507, 0.0532, 0.1183, 0.1031, 0.0577, 0.0718, 0.1590

=====

| no. | energy (eV) | lowest unoccupied orbital energy (eV) | HOMO energy (eV) |
| --- | --- | --- | --- |
| 1 | -107668.5037 | -6.41 | -11.6 |
| 2 | -38490.1351 | -2.46 | -11.7 |